No. 1
{"formula": "C9H12BrFS", "method": "ωB97M-V with the def2-TZVPD basis set", "species": ["C", "C", "C", "C", "C", "C", "C", "C", "C", "F", "S", "Br", "H", "H", "H", "H", "H", "H", "H", "H", "H", "H", "H", "H"], "xyz": [[-2.470659, -1.269968, 1.081765], [-1.700684, -2.353491, 1.055464], [-1.247844, -0.106269, -0.773987], [-2.259506, -0.202507, 0.124527], [-0.550258, -2.423377, 0.067431], [-0.234755, -1.194408, -0.668997], [2.294218, 1.136989, -1.214812], [0.820744, 2.449435, 0.558489], [1.796569, 1.315010, 0.274633], [0.444860, -1.508313, -1.781332], [1.307964, -0.315524, 0.830890], [-3.392655, 1.347052, 0.106188], [-3.310589, -0.960347, 1.674582], [-1.926775, -3.001934, 1.885202], [-0.904997, 0.576201, -1.515568], [0.281273, -2.794073, 0.576911], [-0.816879, -3.378655, -0.414916], [1.365587, 0.913537, -1.735214], [2.844546, 1.898603, -1.724330], [3.036745, 0.398585, -1.114365], [0.528483, 2.349719, 1.669769], [-0.064854, 2.254907, 0.099300], [1.364220, 3.464620, 0.211034], [2.795253, 1.404212, 0.727325]], "forces_ev_per_a": [[-0.3252, 1.4838, -1.1214], [-0.0964, 1.9007, 0.7161], [0.8426, -2.8661, 1.1429], [1.0846, 1.8445, -2.2361], [-2.4246, -2.1317, 1.6396], [0.9179, 1.2383, 1.4946], [-1.8030, 0.5781, 1.1855], [3.6357, 1.2321, 2.3513], [1.7245, 0.1330, -1.5210], [0.0876, 0.4496, -0.4697], [-1.6942, -1.2388, -0.9062], [-0.1344, -0.4740, 0.3425], [-0.1816, -1.0254, 0.8991], [0.5965, -0.9936, -0.3183], [-0.8099, 1.0794, -0.2176], [1.7484, -0.2003, 1.0629], [0.1236, 0.6739, -1.4657], [0.5671, -0.5421, -0.8068], [-0.1624, 1.4189, 0.0899], [0.2933, -1.7295, -0.4982], [0.7868, 0.8812, -1.4779], [-2.5180, -0.1023, -1.8943], [-1.7001, -2.0907, 1.1002], [-0.5590, 0.4810, 0.9087]], "lumo_ev": -0.37, "orbital_gap_ev": 7.9}

No. 2
{"formula": "C5H9Cl", "method": "ωB97M-V with the def2-TZVPD basis set", "species": ["C", "C", "C", "C", "C", "Cl", "H", "H", "H", "H", "H", "H", "H", "H", "H"], "xyz": [[1.849420, -0.417437, -0.385518], [0.464359, -0.025926, -0.053625], [0.307886, 1.462893, 0.146187], [-0.560106, -0.899269, -0.119179], [-1.919116, -0.752580, 0.473366], [-3.054537, 0.292652, -0.414809], [2.552825, -0.476344, 0.557148], [2.424943, 0.310415, -1.009207], [1.987646, -1.369193, -0.968641], [0.610401, 1.972326, -0.836801], [0.965258, 1.902572, 0.950822], [-0.741169, 1.794044, 0.286160], [-0.429596, -1.744395, -0.735142], [-1.951500, -0.379585, 1.510960], [-2.506719, -1.670167, 0.598275]], "forces_ev_per_a": [[3.0864, -0.6970, -0.1871], [-0.7810, 0.4550, -0.3142], [0.0224, 1.1945, -0.0403], [0.1738, 1.1029, 0.4189], [-0.7599, -0.0322, 1.2510], [-0.3338, 0.5522, -0.5590], [-1.6041, -0.0956, -1.4617], [-0.8074, -0.0826, 0.3740], [-0.5016, 0.5775, 0.8864], [-0.1896, -0.7979, 1.2915], [-0.6381, -0.5012, -0.7605], [0.6037, -0.3678, 0.2354], [0.4220, -1.3820, -0.0933], [0.5877, 0.2794, -0.5063], [0.7196, -0.2054, -0.5348]], "lumo_ev": 0.90, "smiles": "CC(C)=CCCl", "orbital_gap_ev": 10.0, "e_above_lowest_kj_mol": 91.6}

No. 3
{"formula": "C6H8Cl3F2NO9P2RuS", "method": "ωB97M-V with the def2-TZVPD basis set", "species": ["Ru", "C", "C", "O", "P", "O", "O", "O", "P", "O", "O", "O", "H", "H", "H", "H", "H", "H", "H", "Cl", "C", "Cl", "Cl", "C", "O", "O", "S", "C", "N", "F", "C", "F", "H"], "xyz": [[0.627094, 1.004308, -0.669630], [-1.256501, -2.414355, -0.436076], [-0.093661, -2.436002, 0.562253], [0.021315, -3.700179, 1.197387], [-0.365572, -1.107524, 1.774229], [-1.825209, -1.203579, 2.388008], [0.501463, -1.396166, 3.054527], [-0.177532, 0.225755, 1.127777], [1.498141, -2.041998, -0.299904], [2.305890, -1.451636, 0.990175], [2.106033, -3.288835, -0.793026], [1.203243, -0.874544, -1.237352], [-2.150982, -2.799914, 0.054508], [-1.019212, -3.061867, -1.280940], [-1.446483, -1.408990, -0.816078], [0.761991, -4.153141, 0.762308], [-2.414606, -0.570795, 1.952211], [1.422524, -1.533446, 2.762721], [2.991427, -0.803989, 0.754038], [-3.541903, 2.536946, 1.166917], [-2.850091, 3.156922, -0.365219], [-4.047665, 2.995867, -1.651545], [-2.420358, 4.850041, -0.159268], [-1.615960, 2.259766, -0.660100], [-1.809114, 1.142691, -1.141383], [-0.489892, 2.724541, -0.306303], [1.499473, 2.562981, -5.045353], [1.334041, 2.046572, -3.518197], [1.243459, 1.678930, -2.412401], [2.537247, 2.920602, 0.111989], [2.175468, 1.637832, 0.408866], [3.363604, 0.899513, 0.247940], [1.932326, 1.603694, 1.476920]], "forces_ev_per_a": [[0.2116, 0.1296, -0.4062], [0.0476, -0.0707, -0.0180], [-0.0362, 0.0681, -0.1786], [0.0478, 0.0252, 0.1146], [-0.0941, 0.0660, -0.0838], [-0.0191, -0.0113, -0.0311], [0.0401, 0.0212, -0.0259], [-0.0275, 0.0140, 0.1863], [0.0004, 0.4326, 0.2216], [0.1710, -0.2880, 0.0117], [-0.2412, -0.1073, -0.0682], [0.3164, -0.1705, 0.3559], [-0.0003, 0.0157, 0.0117], [0.0084, 0.0123, -0.0044], [-0.0127, -0.0155, -0.0036], [-0.0420, -0.0073, -0.0441], [0.0272, -0.0230, 0.0223], [-0.0130, -0.0175, 0.0245], [-0.0938, 0.1568, -0.0875], [0.0084, 0.0012, 0.0007], [-0.0283, -0.0285, -0.0078], [0.0146, -0.0003, 0.0157], [0.0114, 0.0056, -0.0061], [0.0288, 0.0624, 0.0186], [-0.0185, 0.0833, -0.0547], [-0.0496, -0.3671, 0.1647], [-0.0166, -0.0222, 0.0783], [0.1405, 0.0551, -0.0922], [-0.1951, 0.0639, 0.1058], [-0.0241, -0.0044, 0.0253], [-0.3415, 0.0090, -0.2719], [0.0689, -0.0605, -0.0079], [0.1106, -0.0278, 0.0342]], "lumo_ev": [2.32, 1.81], "orbital_gap_ev": [7.5, 6.9], "spin_multiplicity": 2, "e_above_lowest_kj_mol": 0.0, "total_charge": -1}